(1)
Molecular formula: C29H28F3N4O3S2Ti
Method: DFT, ωB97M-V/def2-TZVPD

The geometry in ORCA input format:
```
! wB97M-V def2-TZVPD RIJCOSX def2/J DEFGRID3
* xyz 1 1
H -0.65568 -1.42287 8.77802
H -1.44383 -2.07788 -1.93071
S -2.33957 1.73427 0.24476
H 2.05867 -1.68230 -7.61180
H -1.54334 4.41538 -3.45684
C 0.69316 -0.08646 8.49274
O -1.84411 -0.93464 -0.28944
C 1.81632 -1.43992 -6.58342
C -0.58323 -0.87036 6.41243
F 2.51395 0.98019 1.32371
C -2.80210 1.35899 -4.17970
H -3.35571 3.35104 -4.77094
C 0.37959 -0.07356 7.01668
C 2.11823 -2.33735 -5.56671
C 0.05199 0.31524 -1.90608
H 0.99908 0.49074 -7.06437
H 0.96164 2.98802 -0.21883
C 1.80844 -2.01355 -4.25263
H -3.69933 3.96519 1.08565
C -0.79231 2.55365 -2.70581
H 1.48422 -5.56231 0.26472
C 0.89380 0.88590 4.86454
C 0.89572 0.09407 -4.96387
C -2.67669 2.74346 -4.18582
H 2.71983 -3.93603 1.71111
H 2.06331 -2.70513 -3.45333
C -0.81649 -0.79776 5.04432
C -1.91930 0.58112 -3.44036
C -1.57042 -2.22896 -0.86956
C 1.43776 -2.32594 1.18117
S -0.39083 0.22777 2.52805
F 2.42689 1.55224 -0.75569
C 1.11719 0.80011 6.22825
H -2.25363 -1.04975 0.58316
C 1.21602 -0.22192 -6.27557
H 1.07705 2.50670 1.34493
H 0.01404 3.02968 -2.15866
Ti -0.10620 0.30393 0.14455
H -3.58248 0.88196 -4.76034
H 1.86880 1.41270 6.71113
C -0.32351 -2.77289 -0.24185
N 0.44228 2.63972 0.57083
H -2.41821 -2.88270 -0.70645
N -0.54772 3.54940 0.92875
C -0.08091 0.08891 4.26025
C 1.16752 -4.52823 0.33236
H -1.18445 -1.57127 6.98262
H -2.44247 5.08073 1.47908
C 0.04332 -4.09798 -0.35054
C 1.85891 -3.63186 1.13261
H 1.47982 1.56583 4.25917
N 0.38195 -1.88603 0.47434
H -2.00816 -0.49890 -3.46802
H 2.60620 -3.27821 -5.79442
H 0.44302 1.05460 -4.74539
C 1.17727 -0.80704 -3.93196
C -1.66192 3.33871 -3.44813
H 1.93157 -1.59746 1.80422
C 2.02684 0.55962 0.10319
H 1.49086 -1.19946 -1.86480
C 0.89772 -0.55355 -2.50219
C -1.84109 3.22824 0.81070
N -2.71845 4.17211 1.15332
H -1.57068 -1.42336 4.58451
C -0.90063 1.16644 -2.69258
O 1.53415 0.60995 8.97586
H -0.26152 4.46695 1.21419
O -0.01204 -0.92156 9.28663
F 2.80361 -0.49616 -0.21604
H -0.55373 -4.78025 -0.94973
*
```

Computed properties:
- ΔE to the lowest compared entry with this formula, charge and spin (kcal/mol) = 26.1
- LUMO (hartree) = -0.137
- max |F| (eV Å⁻¹) = 2.185
- HOMO (eV) = -10.5
- Kohn-Sham gap (Ha) = 0.25049

(2)
Molecular formula: C29H28F6N8O3PRbSSbSe2
Method: DFT, ωB97M-V/def2-TZVPD

The geometry in ORCA input format:
```
! wB97M-V def2-TZVPD RIJCOSX def2/J DEFGRID3
* xyz 0 2
H 3.37675 1.17453 3.75539
C 2.17574 2.75342 4.55178
H 5.34296 -0.25016 0.50373
S -2.13455 -3.83029 2.07511
H -0.19381 -1.34001 2.21315
N 2.46832 -3.62456 -1.18439
C -0.62185 0.62769 -5.04881
C -4.65416 -2.66799 -0.68606
Se 1.12971 1.10453 -0.74895
H -5.67369 -0.80502 -0.87826
F -0.64394 -5.20038 -3.92606
H -0.19299 0.38578 -6.01070
F -0.28006 -2.71721 -3.17429
C 1.02439 2.90570 2.02094
C 1.41195 -3.37983 -0.36693
C 6.59185 2.76932 -0.38776
O -3.19683 0.83460 -0.88185
H 0.59867 -5.24949 -0.62030
F -2.88430 -2.23514 -3.21587
H 0.54526 2.96522 1.04931
H -3.42902 -4.24944 -0.24883
F -3.32619 -4.75756 -4.10847
H -3.22228 2.58347 0.76748
H -0.17944 4.47576 2.83143
H 7.44892 0.80903 -0.24278
H -2.66275 0.26348 -5.61448
C -1.26758 -0.41875 3.82207
H -4.91316 -3.11792 -1.63393
C -1.58934 1.23086 -2.55611
C 5.44647 3.54026 -0.23287
N -3.75851 -1.72515 1.74437
H -1.02733 -1.19692 4.53256
C -3.31406 -2.92489 1.29345
H 1.27365 0.98281 -4.10450
H 7.51188 3.23165 -0.72044
Se 2.92498 -1.13178 1.80591
C 6.55764 1.40958 -0.11909
C 5.37878 0.81294 0.30489
N -1.08196 0.40422 1.57693
O 1.22108 -2.24476 0.11557
C 4.23580 1.58522 0.46571
N 2.27307 0.07607 -1.96676
C 2.60075 1.90263 3.54853
H 2.92673 -2.81405 -1.56518
N -0.26845 1.24724 -2.76994
H 2.49975 -4.46711 -1.73165
N -3.81716 -3.38144 0.10060
C -2.36448 1.59825 3.18641
F -2.02865 -4.24296 -1.84507
P 2.64809 0.87993 0.98262
H -2.98645 2.45722 3.41034
N 0.59839 -4.40856 -0.06951
C -4.56667 -1.02233 0.98494
C 4.26845 2.95233 0.19363
C 0.19843 0.96447 -3.98920
C -0.80784 -0.50045 2.52242
O 3.22008 -0.46161 -1.51551
C -2.15240 1.49220 -1.16495
C 2.02632 1.97597 2.27963
C -2.47480 0.87189 -3.56711
H -1.79985 3.47465 1.29112
C 1.17641 3.68430 4.29274
C 0.60629 3.75954 3.03301
H 0.83931 4.34748 5.07868
H -3.52517 0.80501 -3.32611
H 3.37730 3.55710 0.31439
C -5.05777 -1.44337 -0.26780
H 5.46982 4.60097 -0.44423
F -1.63499 -3.13319 -5.45335
C -1.84617 1.44614 1.90145
H -4.85049 -0.04878 1.36780
Sb -1.80474 -3.74037 -3.68797
C -2.13044 2.52059 0.86532
H -0.20737 -4.23788 0.52370
N -1.49505 2.33771 -0.41987
H 2.61905 2.68895 5.53642
Rb -1.41601 -1.51016 -0.83910
H -2.46949 0.76227 5.15868
C -1.98919 0.56695 -4.82379
C -2.07162 0.65956 4.15663
*
```

Computed properties:
- ΔE to the lowest compared entry with this formula, charge and spin (kcal/mol) = 16.4
- LUMO (alpha / beta) (hartree) = -0.026 / -0.099
- max |F| (eV Å⁻¹) = 0.359
- HOMO (alpha / beta) (eV) = -7.9 / -7.9
- Kohn-Sham gap (alpha / beta) (Ha) = 0.26395 / 0.19129

Among the records above, which one has the highest ΔE to the lowest compared entry with this formula, charge and spin? C29H28F3N4O3S2Ti